C16H21ClN2O2S | the ωB97M-V functional and the def2-TZVPD basis

Properties
HOMO ... -7.95 eV
SMILES ... CCOC(=O)C1CCN(C(=S)Nc2ccc(Cl)cc2C)CC1
LUMO energy ... 0.6 eV
Relative energy (zero: lowest compared OMol25 entry of this formula, charge and spin) ... 0.080 eV
E ... -47367.015 eV
Frontier orbital gap ... 8.576 eV
Charge ... 0
Multiplicity ... 1

The geometry in XYZ format:
```
43
Properties=species:S:1:pos:R:3:forces:R:3
C -5.4602 -1.9834 1.6350 0.4 0.1 -0.3
C -3.9590 -1.9838 1.4223 0.0 -0.2 0.5
H -3.5375 -2.9893 1.5299 0.0 0.2 0.0
H -3.4540 -1.3248 2.1373 0.0 -0.1 -0.1
O -3.6917 -1.5126 0.0972 -0.4 0.1 -0.1
C -2.4161 -1.4742 -0.2747 0.2 0.0 -0.4
O -1.5055 -1.8350 0.4249 0.0 -0.1 0.2
C -2.2730 -0.9444 -1.6984 0.0 0.0 0.0
C -0.7979 -0.7349 -2.0628 0.0 0.0 0.1
C -0.3922 0.7304 -1.8580 0.3 -0.2 -0.4
N -1.0649 1.2905 -0.7073 0.3 0.0 0.3
C -0.4762 2.0221 0.2567 -0.3 0.3 0.0
S -1.3569 3.0426 1.2264 -0.2 0.4 0.4
N 0.8835 2.0192 0.4161 0.3 0.2 -0.1
C 1.7822 0.9448 0.3456 0.4 -0.5 0.0
C 1.3690 -0.3686 0.5447 0.0 0.3 0.1
C 2.2768 -1.4081 0.4796 0.1 0.0 0.0
C 3.6096 -1.1273 0.2333 -0.2 0.1 0.0
C 4.0386 0.1791 0.0615 -0.1 -0.2 0.1
C 3.1362 1.2286 0.1152 -0.2 0.0 0.0
C 3.5915 2.6442 -0.0656 0.0 -0.1 0.0
H 4.6217 2.6743 -0.4084 0.1 0.0 0.0
H 3.5312 3.1880 0.8781 0.0 0.1 0.0
H 2.9627 3.1607 -0.7895 0.0 0.1 0.0
H 5.0835 0.3789 -0.1194 0.1 0.0 0.0
Cl 4.7598 -2.4171 0.1460 0.1 -0.2 0.0
H 1.9470 -2.4227 0.6332 0.0 -0.1 0.0
H 0.3350 -0.5818 0.7630 -0.1 0.0 0.0
H 1.1879 2.7844 1.0065 -0.2 -0.1 -0.1
C -2.5095 1.3889 -0.8368 -0.5 0.1 -0.1
C -3.0429 0.3710 -1.8407 0.1 -0.1 0.0
H -4.1036 0.2109 -1.6523 0.0 0.1 -0.1
H -2.9324 0.7374 -2.8625 0.0 0.0 0.0
H -2.7890 2.4091 -1.1328 0.0 -0.1 0.1
H -2.9452 1.2128 0.1513 0.0 0.1 -0.1
H -0.6767 1.3217 -2.7387 0.1 0.0 0.1
H 0.6867 0.8094 -1.7383 -0.1 0.0 -0.1
H -0.1860 -1.3800 -1.4315 0.0 0.0 -0.1
H -0.6186 -1.0065 -3.1030 0.0 0.0 0.0
H -2.7218 -1.7012 -2.3494 0.0 0.0 0.1
H -5.8549 -0.9777 1.5182 -0.1 0.1 0.0
H -5.9424 -2.6335 0.9099 -0.1 -0.1 0.0
H -5.6855 -2.3385 2.6362 0.0 0.0 0.1
```
Positions in Å, forces in eV/Å.


C16H21IN9NiO | the ωB97M-V functional and the def2-TZVPD basis

Properties
HOMO ... -9.69 eV
LUMO energy ... -2.3 eV
Relative energy (zero: lowest compared OMol25 entry of this formula, charge and spin) ... 0.315 eV
E ... -81531.025 eV
Frontier orbital gap ... 7.347 eV
Charge ... +1
Multiplicity ... 1

The geometry in XYZ format:
```
49
Properties=species:S:1:pos:R:3:forces:R:3
Ni 0.0336 -0.0204 0.0600 1.0 -0.4 -1.1
C -1.8289 2.4514 -3.5894 0.0 0.0 0.1
N -2.6371 2.3024 -2.3873 0.0 0.1 -0.1
C -4.0847 2.3742 -2.5763 0.0 -0.1 0.1
C -2.0832 1.6550 -1.3229 -0.1 0.0 0.1
N -0.9103 1.1209 -1.3372 0.3 -0.8 0.7
N -2.8768 1.6648 -0.1876 0.0 0.1 -0.2
C -2.6846 1.0214 1.0239 0.1 -0.4 0.5
N -3.6419 1.3212 1.9489 0.0 0.2 -0.1
N -1.6952 0.2411 1.2252 -0.4 0.2 0.4
H -2.2829 3.2110 -4.2184 0.0 0.0 0.0
H -1.7541 1.5201 -4.1611 0.0 0.0 0.0
H -0.8284 2.7930 -3.3268 0.0 0.0 0.0
H -4.2837 3.0041 -3.4373 0.0 0.0 0.0
H -4.5983 2.8252 -1.7288 0.0 0.1 0.0
H -4.5210 1.3881 -2.7586 0.0 0.0 0.0
H -0.4803 1.1096 -2.2493 -0.1 0.0 -0.1
H -3.6155 2.3439 -0.1952 0.0 0.0 0.0
H -4.4949 1.7896 1.6999 0.0 -0.1 0.0
H -3.6362 0.8291 2.8232 0.0 0.0 0.0
H -1.6879 -0.1792 2.1465 -0.1 0.0 0.1
O 1.2284 -0.9724 1.1415 -0.5 1.1 -0.2
C 1.1771 -2.1926 1.5905 -0.2 -0.8 -0.1
C 1.9250 -2.5214 2.7466 0.0 0.2 -0.2
C 1.9489 -3.7967 3.2538 -0.1 0.0 0.0
C 1.2387 -4.8224 2.6264 0.0 -0.1 0.0
C 0.4993 -4.5344 1.5048 0.0 0.0 0.0
C 0.4383 -3.2386 0.9735 0.2 0.3 0.3
C -0.3856 -2.9505 -0.1812 -0.1 0.0 -0.2
N -0.5444 -1.7803 -0.7895 0.2 0.9 0.6
C -1.4614 -1.9546 -1.7979 -0.1 -0.1 -0.2
C -1.8568 -3.2508 -1.8240 0.0 0.1 -0.1
N -1.1746 -3.8632 -0.8020 0.0 0.0 0.0
H 2.4822 -1.7189 3.2128 0.0 0.0 0.0
H 2.5177 -4.0103 4.1497 0.0 0.0 0.0
H 1.2707 -5.8326 3.0106 0.0 0.0 0.0
H -0.0328 -5.3469 1.0231 0.0 0.0 0.0
H -1.7635 -1.1544 -2.4503 0.0 0.0 0.1
H -2.5393 -3.7806 -2.4639 0.0 0.0 0.0
H -1.2558 -4.8327 -0.5585 0.1 0.0 0.1
I 1.2457 5.3589 2.9587 0.0 -0.3 -0.2
C 1.3894 3.7633 1.6369 0.0 0.3 0.2
C 2.2433 3.6509 0.5647 -0.1 0.1 0.2
N 1.9783 2.4580 -0.0013 0.1 0.1 -0.1
N 1.0168 1.7959 0.6447 -0.5 -0.7 0.0
C 0.6458 2.5736 1.6469 0.1 0.1 0.0
H 2.9948 4.3274 0.1959 0.0 -0.1 -0.1
H 2.4505 2.0347 -0.7805 0.0 -0.1 0.0
H -0.1196 2.2695 2.3403 0.0 -0.1 -0.1
```
Positions in Å, forces in eV/Å.


C16H21N2 | the ωB97M-V functional and the def2-TZVPD basis

Properties
HOMO ... -9.69 eV
LUMO energy ... -6.0 eV
Relative energy (zero: lowest compared OMol25 entry of this formula, charge and spin) ... 4.324 eV
E ... -19903.244 eV
Frontier orbital gap ... 3.741 eV
Charge ... +1
Multiplicity ... 1

The geometry in XYZ format:
```
39
Properties=species:S:1:pos:R:3:forces:R:3
C -0.1273 0.3808 1.2765 0.2 -0.8 1.6
C -1.4320 -0.1856 1.4301 -0.9 -0.1 -0.3
C -2.5344 0.7268 1.5743 0.5 -0.1 0.0
C -3.8499 0.2937 1.6963 0.1 0.1 0.0
C -4.1425 -1.0782 1.7162 0.7 0.3 -0.2
C -3.0852 -2.0010 1.6244 0.3 0.3 -0.1
C -1.7649 -1.5720 1.4504 -0.4 -0.1 0.4
C 1.1675 -0.1855 1.4748 0.6 0.2 -0.1
C 2.2736 0.7293 1.5574 -0.5 0.1 0.0
C 3.5869 0.2978 1.6661 0.2 0.1 0.1
C 3.8850 -1.0725 1.7059 -0.9 0.3 -0.3
C 2.8209 -1.9959 1.6916 -0.3 0.3 0.0
C 1.4938 -1.5660 1.6188 0.4 -0.3 0.2
H -0.1238 1.4642 1.1817 0.0 0.0 -0.1
H -2.2926 1.7921 1.6609 -0.3 -0.4 -0.3
H -4.6521 1.0324 1.7819 0.3 -0.3 0.0
H -5.1761 -1.4157 1.7842 0.3 0.0 0.1
H -3.3049 -3.0661 1.6921 0.1 0.3 -0.1
H -0.9859 -2.3262 1.3834 -0.4 0.2 -0.2
H 2.0332 1.7973 1.6247 0.3 -0.4 -0.3
H 4.3929 1.0378 1.7244 -0.4 -0.3 0.0
H 4.9175 -1.4110 1.7425 -0.2 0.0 0.1
H 3.0432 -3.0592 1.7562 -0.1 0.2 0.0
H 0.7123 -2.3083 1.7524 0.4 0.2 -0.3
C -1.1575 1.6002 -1.7435 0.4 0.2 -0.3
N 0.1307 1.1575 -2.2131 -0.4 1.6 -0.4
C 1.3728 1.7968 -1.8529 -0.4 0.1 0.3
N 0.1593 -0.1414 -2.6787 0.5 -2.2 0.4
C 0.6226 -0.3061 -4.0614 -0.7 0.6 -0.2
H -1.1912 2.6953 -1.7552 -0.1 -0.1 0.0
H -1.9148 1.1996 -2.4375 0.1 0.4 0.3
H -1.3966 1.2534 -0.7270 -0.2 0.1 -0.2
H 1.2407 2.8920 -1.8995 0.0 -0.4 -0.1
H 1.7114 1.5771 -0.8243 0.2 -0.2 -0.1
H 2.1652 1.5136 -2.5595 -0.2 0.1 0.3
H -0.7824 -0.5189 -2.5851 0.5 0.0 0.0
H 0.8649 -1.3513 -4.2758 0.1 0.2 0.3
H -0.1863 -0.0120 -4.7569 0.5 0.1 -0.1
H 1.5058 0.3352 -4.1969 -0.3 -0.4 -0.2
```
Positions in Å, forces in eV/Å.


C16H21N2O3P | the ωB97M-V functional and the def2-TZVPD basis

Properties
HOMO ... -7.82 eV
SMILES ... CCO[P@@](=O)(c1ccc(N(C)C)cc1)[C@H](O)c1cccnc1
LUMO energy ... 0.7 eV
Relative energy (zero: lowest compared OMol25 entry of this formula, charge and spin) ... 0.000 eV
E ... -35345.510 eV
Frontier orbital gap ... 8.496 eV
Charge ... 0
Multiplicity ... 1

The geometry in XYZ format:
```
43
Properties=species:S:1:pos:R:3:forces:R:3
C -3.3127 -2.8453 0.3621 0.4 0.2 0.0
C -1.8426 -2.5993 0.6623 -0.3 -0.6 0.4
H -1.7198 -2.3287 1.7160 0.0 -0.1 -0.1
H -1.2480 -3.4929 0.4455 0.0 0.1 0.1
O -1.3367 -1.5528 -0.1541 0.3 1.1 -0.2
P -0.9092 -0.1435 0.5373 0.4 -0.6 -1.3
O -1.4072 0.0051 1.9056 -0.1 0.3 0.6
C 0.8752 -0.0157 0.3294 -0.8 -0.1 0.2
C 1.5035 -0.4157 -0.8419 -0.1 0.0 0.1
C 2.8671 -0.2902 -0.9820 0.1 0.0 -0.2
C 3.6553 0.2523 0.0486 -0.1 0.0 0.1
N 5.0110 0.3707 -0.0875 0.2 0.0 0.0
C 5.6431 0.1203 -1.3592 -0.1 -0.1 -0.1
H 5.1681 0.6990 -2.1569 0.0 0.0 0.0
H 6.6892 0.4125 -1.3089 0.0 0.0 0.0
H 5.5983 -0.9414 -1.6235 0.0 0.0 -0.1
C 5.8161 0.8744 0.9972 -0.1 0.1 0.1
H 5.6185 1.9344 1.1941 0.0 0.0 0.1
H 6.8689 0.7630 0.7486 0.0 0.0 0.0
H 5.6257 0.3082 1.9119 0.0 0.1 0.0
C 2.9999 0.6561 1.2245 0.2 0.1 0.1
C 1.6360 0.5227 1.3565 -0.1 0.0 -0.1
H 1.1354 0.8362 2.2598 0.0 0.1 0.1
H 3.5568 1.0881 2.0393 0.1 0.0 0.1
H 3.3244 -0.6233 -1.8993 0.1 0.0 -0.1
H 0.9132 -0.8404 -1.6410 0.0 -0.1 -0.1
H -3.8924 -1.9621 0.6194 -0.1 0.0 0.0
H -3.4511 -3.0605 -0.6947 -0.1 -0.1 -0.1
H -3.6700 -3.6883 0.9471 -0.1 -0.1 0.1
C -1.6361 1.0723 -0.6809 0.5 -0.7 0.4
C -3.1067 1.0546 -0.4664 -0.5 0.1 -0.1
C -3.9377 0.2569 -1.2462 0.0 0.2 0.1
C -5.2941 0.2311 -0.9717 0.1 0.0 0.0
C -5.7685 1.0103 0.0738 -0.1 -0.2 -0.2
N -4.9875 1.7673 0.8248 -0.3 0.3 0.4
C -3.6930 1.7798 0.5698 0.3 0.0 -0.1
H -3.0861 2.3935 1.2222 0.1 0.0 0.0
H -6.8205 1.0292 0.3262 -0.1 -0.1 -0.1
H -5.9669 -0.3793 -1.5544 -0.1 0.0 0.0
H -3.5199 -0.3333 -2.0501 0.0 -0.1 -0.1
O -0.9806 2.2661 -0.3217 -0.1 0.6 0.0
H -1.5286 3.0218 -0.5680 0.0 -0.1 0.0
H -1.3896 0.7871 -1.7137 0.0 -0.1 0.2
```
Positions in Å, forces in eV/Å.


C16H21N3O3S | the ωB97M-V functional and the def2-TZVPD basis

Properties
HOMO ... -8.42 eV
SMILES ... COC(=O)c1ccc(NC(=S)NCCCN2CCCC2=O)cc1
LUMO energy ... 0.1 eV
Relative energy (zero: lowest compared OMol25 entry of this formula, charge and spin) ... 0.494 eV
E ... -38382.571 eV
Frontier orbital gap ... 8.529 eV
Charge ... 0
Multiplicity ... 1

The geometry in XYZ format:
```
44
Properties=species:S:1:pos:R:3:forces:R:3
C -8.1179 -0.5039 0.4227 -0.3 -0.3 -0.1
H -8.1331 -1.4242 1.0104 0.0 0.1 0.0
H -8.7462 0.2546 0.8824 0.0 0.0 0.0
H -8.4646 -0.7292 -0.5880 0.0 0.0 0.1
O -6.8060 0.0359 0.3851 0.3 0.2 0.0
C -5.8620 -0.7638 -0.1381 -0.2 -0.3 0.0
O -6.0949 -1.8738 -0.5521 0.0 0.1 0.0
C -4.5231 -0.1358 -0.1431 0.3 0.1 0.0
C -3.4604 -0.8432 -0.7012 -0.3 0.1 0.2
C -2.1890 -0.3104 -0.7219 0.1 0.1 0.0
C -1.9523 0.9514 -0.1698 -0.5 -0.3 0.1
C -3.0278 1.6749 0.3564 0.2 0.0 0.0
C -4.2958 1.1387 0.3741 -0.1 -0.2 -0.1
H -5.1182 1.6989 0.7891 0.0 0.1 0.0
H -2.8514 2.6633 0.7554 0.0 0.1 0.1
N -0.6995 1.5501 -0.1610 0.0 0.3 0.0
C 0.5522 1.0027 -0.1573 0.1 -0.1 0.0
N 0.6852 -0.3143 0.0778 -0.5 0.2 0.0
C 1.9795 -0.9447 0.1878 0.4 -0.1 0.2
H 1.8705 -2.0045 -0.0489 0.0 0.0 0.0
H 2.6289 -0.4866 -0.5611 -0.1 -0.2 0.0
C 2.6005 -0.7673 1.5757 0.2 -0.1 -0.2
H 2.6007 0.2950 1.8273 -0.1 0.0 0.0
H 2.0074 -1.2970 2.3236 0.0 0.0 0.1
C 4.0359 -1.3011 1.6058 -0.3 -0.2 0.1
N 4.8914 -0.6358 0.6631 0.0 0.2 0.3
C 5.2710 -1.1935 -0.5074 0.3 0.0 -0.2
O 5.0141 -2.3255 -0.8570 -0.1 -0.4 -0.2
C 6.0525 -0.1449 -1.2820 0.1 0.0 0.0
H 5.3968 0.2507 -2.0606 0.0 0.0 0.0
C 6.3820 0.9176 -0.2354 0.0 0.0 0.0
H 7.3458 0.6997 0.2265 0.0 0.0 0.0
H 6.4144 1.9227 -0.6499 0.0 0.0 0.0
C 5.2582 0.7576 0.7924 0.0 0.3 0.0
H 4.4081 1.4064 0.5483 0.1 0.0 0.1
H 5.5822 0.9719 1.8142 0.0 0.0 0.0
H 6.9267 -0.5793 -1.7620 -0.1 -0.1 0.0
H 4.4487 -1.1833 2.6139 0.0 -0.1 -0.1
H 4.0446 -2.3607 1.3354 0.1 0.1 0.1
H -0.1004 -0.8017 0.4846 0.0 0.0 -0.1
S 1.8343 2.0154 -0.4168 0.5 0.5 -0.2
H -0.6903 2.5623 -0.1513 0.1 -0.2 0.0
H -1.3921 -0.8506 -1.2085 0.0 0.0 0.0
H -3.6560 -1.8152 -1.1278 0.0 -0.1 0.0
```
Positions in Å, forces in eV/Å.